The following is a DFT calculation (wB97M-V/def2-TZVPD) of a 2-piece molecular cluster, C12H17N overall in a non-equilibrium geometry.

Calculated values
structure (SMILES): Cc1c[nH]c2ccccc12.CCC
E_HOMO: -7.8 eV
orbital gap: 0.3196 Eh
energy above the lowest of the compared OMol25 structures with the same formula, charge and spin: 241.64 kJ/mol
total charge: 0

Atoms and positions in Å:
C -2.4161 -1.3943 2.2000
C -1.4530 -0.2644 2.1907
C -1.5123 1.0154 2.7976
N -0.3918 1.7620 2.4627
C 0.4522 0.8908 1.8987
C 1.7794 1.1139 1.3178
C 2.4706 0.1567 0.6608
C 1.9913 -1.1582 0.5564
C 0.6181 -1.3220 0.8485
C -0.1570 -0.2914 1.5945
H -3.3880 -1.0517 2.4435
H -2.3176 -2.0996 3.1562
H -2.4986 -1.9740 1.3321
H -2.3528 1.4956 3.3084
H -0.2688 2.5610 3.1613
H 2.3479 2.0449 1.4514
H 3.3987 0.5474 0.2527
H 2.6669 -1.9942 0.3353
H 0.1829 -2.2877 0.7426
C 1.2357 -0.3751 -3.4602
C 0.2186 0.7620 -3.0410
C -1.2078 0.2520 -2.4965
H 0.9696 -1.3191 -3.1710
H 1.3132 -0.3479 -4.5055
H 2.2050 -0.1446 -2.9173
H 0.0563 1.3427 -3.9120
H 0.5838 1.2589 -2.1819
H -1.6399 1.2731 -2.4490
H -1.2494 0.0208 -1.4191
H -1.6371 -0.4730 -3.1579


The following is a DFT calculation (wB97M-V/def2-TZVPD) of a 2-piece molecular cluster, C12H17N overall in a non-equilibrium geometry.

Calculated values
structure (SMILES): Cc1c[nH]c2ccccc12.CCC
E_HOMO: -7.7 eV
orbital gap: 0.3150 Eh
energy above the lowest of the compared OMol25 structures with the same formula, charge and spin: 342.78 kJ/mol
total charge: 0

Atoms and positions in Å:
C -0.2409 3.8991 -1.5682
C -0.0657 2.3718 -1.5860
C -0.6557 1.5157 -2.4281
N -0.3143 0.1985 -2.0763
C 0.5619 0.2462 -0.9582
C 1.4843 -0.5863 -0.3822
C 2.5292 0.0216 0.4072
C 2.4464 1.4553 0.8015
C 1.3791 2.1993 0.4658
C 0.6101 1.6277 -0.6093
H 0.7473 4.2838 -1.4908
H -1.0749 4.2648 -1.0290
H -0.5431 4.3576 -2.6135
H -1.0693 1.6773 -3.3817
H -1.1088 -0.4936 -2.3476
H 1.7087 -1.7184 -0.8001
H 3.2432 -0.5924 0.9201
H 3.3795 1.7767 1.3578
H 1.0131 3.1933 0.8846
C -2.3624 -2.2349 2.1943
C -1.2816 -2.4227 0.9796
C -0.1516 -3.4173 1.3768
H -2.5650 -3.1645 2.6770
H -3.2070 -1.9938 1.5997
H -1.9853 -1.2897 2.7560
H -1.6631 -2.8212 0.0465
H -1.0491 -1.4021 0.6394
H -0.7041 -4.3972 1.3580
H 0.5737 -3.5027 0.5963
H 0.3654 -3.0521 2.2104


The following is a DFT calculation (wB97M-V/def2-TZVPD) of C12H17N2O7SW as an isolated structure in a non-equilibrium geometry.

Calculated values
E_HOMO: -18.2 eV
orbital gap: 0.2281 Eh
energy above the lowest of the compared OMol25 structures with the same formula, charge and spin: 4.17 kJ/mol
total charge: +3

Atoms and positions in Å:
W -0.6301 -0.1648 0.5975
N -1.4853 0.8287 2.5214
C -1.3385 0.0375 3.8024
C -0.0541 -0.6853 3.7672
O -1.1341 -1.5403 1.4181
N 0.9191 -1.2892 3.7233
C 1.9875 -1.5997 2.7544
C 1.5085 -0.7954 1.5426
O 1.2963 -1.2300 0.3946
O 0.9501 0.3538 1.7867
H -1.0555 1.7481 2.6464
H -2.4851 1.0017 2.3839
H -2.1255 -0.7185 3.8601
H -1.3795 0.6778 4.6873
H 1.9919 -2.6707 2.5522
H 2.9565 -1.2796 3.1432
C 1.2057 2.5845 -0.1589
O -0.0785 1.8264 -0.1148
H 1.8663 2.0945 -0.8681
H 1.6127 2.5831 0.8449
H 0.9727 3.5969 -0.4729
H -0.6739 2.2004 -0.7902
C -6.2680 -3.5769 -3.8369
C -5.2569 -2.6562 -3.2501
C -4.4271 -3.0926 -2.1955
C -3.4686 -2.2743 -1.6631
C -3.3321 -0.9775 -2.2020
C -4.1462 -0.5068 -3.2548
C -5.0970 -1.3585 -3.7596
S -2.1810 0.0738 -1.6199
O -1.9634 1.2590 -2.3578
O -2.3695 0.4537 -0.0685
O -0.8416 -0.7060 -1.2697
H -6.6364 -4.2918 -3.1037
H -5.7959 -4.1491 -4.6428
H -7.1036 -3.0324 -4.2718
H -4.5492 -4.0961 -1.8100
H -2.8252 -2.6282 -0.8675
H -4.0172 0.4892 -3.6562
H -5.7305 -1.0218 -4.5696


The following is a DFT calculation (wB97M-V/def2-TZVPD) of one molecule with the formula C12H17N5O in a non-equilibrium geometry.

Calculated values
structure (SMILES): CN1C(=O)Cc2cnc(N3CCCNCC3)nc21
E_HOMO: -8.0 eV
orbital gap: 0.3203 Eh
energy above the lowest of the compared OMol25 structures with the same formula, charge and spin: 13.03 kJ/mol
total charge: 0

Atoms and positions in Å:
C 0.5633 3.5288 0.6441
N -0.1736 3.0503 -0.5430
C -0.7853 3.8551 -1.4950
O -0.8927 5.0703 -1.5569
C -1.3917 3.0206 -2.6216
C -1.0290 1.6694 -2.1039
C -1.1960 0.4224 -2.6485
N -0.7100 -0.6436 -2.0150
C 0.0353 -0.4511 -0.9419
N 0.6021 -1.5468 -0.2777
C 1.7002 -1.3325 0.6909
C 1.2529 -1.0047 2.1249
C 0.0757 -1.8223 2.6401
N 0.0425 -3.2078 2.1150
C -0.6975 -3.4099 0.8395
C 0.0343 -2.9021 -0.4294
N 0.2081 0.7188 -0.3641
C -0.3234 1.7599 -0.9540
H 1.6126 3.7350 0.3227
H 0.5643 2.7955 1.4264
H 0.1232 4.4247 1.0856
H -2.4742 3.2252 -2.7185
H -0.8822 3.1883 -3.5579
H -1.7171 0.2959 -3.5861
H 2.4007 -2.1812 0.7179
H 2.2345 -0.4722 0.3415
H 2.0990 -1.2028 2.7493
H 0.9404 0.0710 2.1966
H 0.1366 -1.7928 3.7285
H -0.8763 -1.3450 2.3221
H 0.9393 -3.6695 2.1484
H -1.5991 -2.8080 0.9479
H -0.9678 -4.4815 0.7023
H 0.8316 -3.6131 -0.6901
H -0.6806 -2.9440 -1.2401


The following is a DFT calculation (wB97M-V/def2-TZVPD) of one molecule with the formula C12H17NO in a non-equilibrium geometry.

Calculated values
structure (SMILES): CN[C@H]1CCc2c(O)cccc2[C@H]1C
E_HOMO: -8.0 eV
orbital gap: 0.3204 Eh
energy above the lowest of the compared OMol25 structures with the same formula, charge and spin: 276.08 kJ/mol
total charge: 0

Atoms and positions in Å:
C 1.3569 -1.6501 1.8431
N 1.6686 -0.5030 1.0938
C 1.7418 -0.1337 -0.2174
C 1.3360 -1.2775 -1.0558
C -0.2165 -1.3558 -1.3204
C -1.1130 -0.4721 -0.4104
C -2.5202 -0.6567 -0.0363
O -2.9890 -1.8833 -0.2153
C -3.2654 0.3889 0.4804
C -2.7056 1.6343 0.5414
C -1.3680 1.8665 0.2647
C -0.5627 0.8722 -0.2715
C 0.8796 1.0456 -0.7025
C 1.5475 2.3351 -0.2369
H 1.0238 -1.3713 2.8463
H 0.5166 -2.1485 1.4229
H 2.1605 -2.4142 1.8448
H 1.9183 0.2370 1.6769
H 2.7251 0.1521 -0.5561
H 1.5545 -2.1693 -0.5260
H 1.9056 -1.3361 -2.0100
H -0.5916 -2.3761 -1.4404
H -0.4323 -0.9177 -2.3576
H -2.3133 -2.5670 -0.0665
H -4.3212 0.2048 0.5777
H -3.1994 2.5742 0.9563
H -0.9890 2.9031 0.0555
H 1.0188 0.9243 -1.8043
H 0.9095 3.2356 -0.3487
H 2.4975 2.4597 -0.8066
H 1.8265 2.3989 0.7788


The following is a DFT calculation (wB97M-V/def2-TZVPD) of one molecule with the formula C12H17NO2.

Calculated values
structure (SMILES): CCCNC1=CC(=O)C(CCC)=CC1=O
E_HOMO: -8.7 eV
orbital gap: 0.2919 Eh
energy above the lowest of the compared OMol25 structures with the same formula, charge and spin: 94.45 kJ/mol
total charge: 0

Atoms and positions in Å:
C -0.7825 2.3355 3.3577
C -1.3542 3.0189 2.1190
C -0.3354 3.1389 0.9765
N -0.6651 2.2983 -0.1825
C 0.1397 1.2698 -0.6621
C -0.0580 0.7564 -1.8885
C 0.6669 -0.4395 -2.3411
O 0.8280 -0.6991 -3.5167
C 1.2249 -1.3522 -1.2761
C 1.4623 -2.7771 -1.6566
C 0.1765 -3.6347 -1.6425
C -0.8710 -3.2138 -0.6184
C 1.4694 -0.8126 -0.0855
C 1.2436 0.6340 0.1614
O 1.9414 1.2462 0.9377
H 0.0224 2.9312 3.7917
H -0.3763 1.3516 3.1138
H -1.5467 2.2036 4.1246
H -1.7230 4.0098 2.3896
H -2.2296 2.4600 1.7693
H 0.6534 2.8674 1.3346
H -0.2747 4.1736 0.6315
H -1.6305 2.0023 -0.1673
H -0.7622 1.2053 -2.5764
H 1.8623 -2.7778 -2.6719
H 2.2204 -3.2110 -1.0022
H -0.2644 -3.6259 -2.6411
H 0.4673 -4.6681 -1.4434
H -1.6819 -3.9423 -0.5874
H -0.4481 -3.1407 0.3862
H -1.3055 -2.2413 -0.8588
H 1.9304 -1.3670 0.7247


What did the second record say?
The following is a DFT calculation (wB97M-V/def2-TZVPD) of a 2-piece molecular cluster, C12H17N overall in a non-equilibrium geometry.

Calculated values
structure (SMILES): Cc1c[nH]c2ccccc12.CCC
E_HOMO: -7.7 eV
orbital gap: 0.3150 Eh
energy above the lowest of the compared OMol25 structures with the same formula, charge and spin: 342.78 kJ/mol
total charge: 0

Atoms and positions in Å:
C -0.2409 3.8991 -1.5682
C -0.0657 2.3718 -1.5860
C -0.6557 1.5157 -2.4281
N -0.3143 0.1985 -2.0763
C 0.5619 0.2462 -0.9582
C 1.4843 -0.5863 -0.3822
C 2.5292 0.0216 0.4072
C 2.4464 1.4553 0.8015
C 1.3791 2.1993 0.4658
C 0.6101 1.6277 -0.6093
H 0.7473 4.2838 -1.4908
H -1.0749 4.2648 -1.0290
H -0.5431 4.3576 -2.6135
H -1.0693 1.6773 -3.3817
H -1.1088 -0.4936 -2.3476
H 1.7087 -1.7184 -0.8001
H 3.2432 -0.5924 0.9201
H 3.3795 1.7767 1.3578
H 1.0131 3.1933 0.8846
C -2.3624 -2.2349 2.1943
C -1.2816 -2.4227 0.9796
C -0.1516 -3.4173 1.3768
H -2.5650 -3.1645 2.6770
H -3.2070 -1.9938 1.5997
H -1.9853 -1.2897 2.7560
H -1.6631 -2.8212 0.0465
H -1.0491 -1.4021 0.6394
H -0.7041 -4.3972 1.3580
H 0.5737 -3.5027 0.5963
H 0.3654 -3.0521 2.2104